A 9-piece molecular cluster, C27H54O27 overall. Source: the OMol25 dataset; level of theory: ωB97M-V/def2-TZVPD.

Results
E_HOMO   -10.692 eV
Kohn-Sham gap   11.24 eV
Energy above the lowest of the compared OMol25 structures with the same formula, charge and spin   18.3 kcal/mol
SMILES string   COC(=O)OC.COC(=O)OC.COC(=O)OC.COC(=O)OC.COC(=O)OC.COC(=O)OC.COC(=O)OC.COC(=O)OC.COC(=O)OC

```
! RIJCOSX wB97M-V def2-TZVPD def2/J DEFGRID3
* xyz 0 1
C -2.332 -0.845 0.928
O -0.903 -0.851 1.189
C -0.093 -0.286 0.311
O -0.421 0.320 -0.666
O 1.150 -0.507 0.706
C 2.248 0.006 -0.103
H -2.529 -0.993 -0.131
H -2.727 0.111 1.280
H -2.707 -1.629 1.580
H 2.290 -0.655 -0.973
H 3.087 -0.140 0.567
H 2.097 1.032 -0.430
C 8.579 4.427 0.017
O 7.938 3.260 0.488
C 6.763 3.371 1.076
O 6.023 4.305 0.989
O 6.575 2.292 1.774
C 5.305 2.121 2.398
H 8.949 5.043 0.842
H 7.858 5.030 -0.537
H 9.439 4.155 -0.581
H 4.597 1.743 1.653
H 4.885 3.090 2.680
H 5.463 1.436 3.216
C 4.122 -5.890 1.237
O 2.841 -5.441 0.860
C 2.073 -4.972 1.829
O 2.380 -4.890 2.995
O 0.919 -4.642 1.288
C -0.102 -4.043 2.086
H 4.052 -6.913 1.618
H 4.586 -5.311 2.036
H 4.817 -5.863 0.403
H 0.313 -3.191 2.628
H -0.600 -4.768 2.724
H -0.826 -3.647 1.377
C -4.649 1.986 -0.642
O -3.935 1.993 -1.861
C -4.242 1.082 -2.746
O -5.114 0.265 -2.659
O -3.502 1.260 -3.791
C -3.855 0.524 -4.961
H -4.437 2.954 -0.193
H -4.371 1.155 -0.002
H -5.722 2.029 -0.818
H -3.873 -0.548 -4.772
H -3.195 0.797 -5.776
H -4.861 0.831 -5.289
C -2.470 -4.436 -2.882
O -2.724 -4.953 -1.556
C -3.509 -4.289 -0.733
O -3.795 -4.764 0.334
O -3.911 -3.116 -1.200
C -5.216 -2.627 -0.852
H -1.701 -3.664 -2.824
H -3.386 -4.019 -3.303
H -2.139 -5.281 -3.473
H -5.327 -2.655 0.237
H -6.054 -3.224 -1.214
H -5.216 -1.614 -1.230
C -0.052 3.124 -3.324
O 1.054 3.834 -2.794
C 2.200 3.190 -2.740
O 2.470 2.213 -3.343
O 2.988 3.829 -1.900
C 4.280 3.304 -1.716
H -0.100 2.142 -2.838
H 0.020 2.999 -4.399
H -0.963 3.624 -3.016
H 4.305 2.538 -0.948
H 4.862 4.166 -1.395
H 4.751 2.993 -2.647
C 4.470 -2.566 0.908
O 5.414 -1.482 0.822
C 5.829 -1.121 -0.394
O 5.495 -1.585 -1.444
O 6.673 -0.099 -0.215
C 7.402 0.328 -1.325
H 3.548 -2.140 1.323
H 4.812 -3.263 1.663
H 4.210 -3.008 -0.049
H 8.063 1.138 -1.032
H 6.766 0.723 -2.127
H 8.031 -0.427 -1.807
C -0.728 3.430 0.193
O -1.619 4.219 0.951
C -2.275 3.553 1.863
O -2.161 2.395 2.101
O -3.136 4.374 2.427
C -3.934 3.833 3.460
H -0.144 2.736 0.794
H -0.058 4.100 -0.338
H -1.270 2.851 -0.559
H -4.650 4.601 3.746
H -3.373 3.609 4.372
H -4.462 2.927 3.161
C -7.440 0.727 1.044
O -7.551 -0.585 1.584
C -6.469 -1.053 2.171
O -5.400 -0.497 2.263
O -6.725 -2.272 2.576
C -5.636 -3.000 3.143
H -8.379 0.986 0.565
H -6.578 0.787 0.392
H -7.370 1.455 1.861
H -4.855 -3.142 2.389
H -6.037 -3.959 3.442
H -5.184 -2.476 3.986
*
```